<w>
This record from OMol25 describes a single C2H4N2O2 molecule. The level of theory is wB97M-V/def2-TZVPD.

ORCA input file:
```
! wB97M-V def2-TZVPD RIJCOSX def2/J DEFGRID3
* xyz 0 1
H 2.27 -1.62 0.19
N 1.30 -1.26 0.28
C 1.20 -0.11 -0.19
N 0.02 0.53 -0.30
O 0.07 1.84 0.10
C -1.28 -0.08 0.01
O -1.47 -1.21 -0.05
H 2.04 0.45 -0.71
H 0.11 1.85 1.06
H -2.05 0.57 0.38
*
```

The SMILES is [H]/N=C/N(O)C=O. The HOMO energy comes out at -9.71 eV. Its frontier orbital gap is 0.380 hartree. The LUMO energy comes out at 0.023 Eh.



<x>
This record from OMol25 describes 2 unconnected molecules or ions with the total composition C2H4N2O2. The level of theory is wB97M-V/def2-TZVPD.

ORCA input file:
```
! wB97M-V def2-TZVPD RIJCOSX def2/J DEFGRID3
* xyz 0 1
C -0.69 -0.89 0.07
C -1.49 0.31 0.12
N 2.34 -0.51 -0.08
N 1.27 0.11 0.02
O -0.62 -2.05 -0.03
O 1.09 1.35 0.07
H -2.39 -0.03 0.48
H -1.68 0.51 -1.04
H -1.09 1.23 0.52
H 3.27 -0.04 -0.13
*
```

The HOMO energy comes out at -8.66 eV. Its frontier orbital gap is 0.318 hartree. The LUMO energy comes out at 0.000 Eh.



Most stable of them? <w>.



<w>
This record from OMol25 describes a single C4H8O2 molecule. The level of theory is wB97M-V/def2-TZVPD.

ORCA input file:
```
! wB97M-V def2-TZVPD RIJCOSX def2/J DEFGRID3
* xyz 0 1
C -1.97 0.68 -0.06
O -1.04 -0.25 -0.60
C -0.24 -0.94 0.27
C 1.07 -1.06 -0.01
C 1.75 0.17 -0.54
O 1.68 0.79 0.76
H -2.60 0.22 0.72
H -1.45 1.55 0.36
H -2.60 1.00 -0.89
H -0.73 -1.51 1.06
H 1.73 -1.69 0.58
H 1.17 0.72 -1.29
H 2.78 0.05 -0.91
H 0.76 0.39 1.00
*
```

The SMILES is CO/C=C\CO. The HOMO energy comes out at -8.83 eV. Its frontier orbital gap is 0.357 hartree. The LUMO energy comes out at 0.033 Eh.



<x>
This record from OMol25 describes a single C4H8O2 molecule. The level of theory is wB97M-V/def2-TZVPD.

ORCA input file:
```
! wB97M-V def2-TZVPD RIJCOSX def2/J DEFGRID3
* xyz 0 1
O -1.98 0.09 -0.19
C -1.02 -0.92 -0.55
C 0.08 0.01 0.44
O -0.20 0.26 1.77
C 0.97 0.94 -0.33
C 1.48 -0.41 0.17
H -1.81 0.87 -0.74
H -1.15 -1.09 -1.60
H -1.30 -1.81 0.00
H -1.03 0.77 1.79
H 1.33 1.83 0.19
H 0.83 1.05 -1.40
H 1.66 -1.18 -0.57
H 2.15 -0.40 1.02
*
```

The SMILES is OCC1(O)CC1. The HOMO energy comes out at -9.07 eV. Its frontier orbital gap is 0.364 hartree. The LUMO energy comes out at 0.031 Eh.



Most stable of them? <w>.



<w>
This record from OMol25 describes a molecular structure, C4H8O2. The level of theory is wB97M-V/def2-TZVPD.

ORCA input file:
```
! wB97M-V def2-TZVPD RIJCOSX def2/J DEFGRID3
* xyz 0 1
C 0.42 2.31 1.08
C -0.42 1.16 0.63
C -0.09 -0.89 -0.49
C 0.90 -1.83 -1.14
H -0.57 2.74 1.82
H 1.26 2.08 1.92
H 0.49 2.88 0.04
H -1.37 1.49 0.10
H -1.08 0.84 1.80
H 0.48 -2.71 -1.33
H 1.83 -2.09 -0.40
H 1.29 -1.33 -2.12
O 0.45 0.22 -0.06
O -1.35 -1.27 -0.24
*
```

The HOMO energy comes out at -10.03 eV. Its frontier orbital gap is 0.397 hartree. The LUMO energy comes out at 0.029 Eh.



<x>
This record from OMol25 describes a single C4H8O2 molecule. The level of theory is wB97M-V/def2-TZVPD.

ORCA input file:
```
! wB97M-V def2-TZVPD RIJCOSX def2/J DEFGRID3
* xyz 0 1
C -0.77 -0.37 -0.90
C -0.39 1.06 -0.73
O 0.50 1.34 0.57
C 0.57 0.36 1.57
O 0.12 -0.94 1.15
C 0.34 -1.20 -0.23
H -1.74 -0.70 -0.50
H -0.86 -0.21 -2.00
H 0.40 1.30 -1.42
H -1.30 1.68 -0.94
H -0.07 0.60 2.44
H 1.61 0.22 1.96
H 0.26 -2.28 -0.41
H 1.34 -0.86 -0.55
*
```

The SMILES is C1COCOC1. The HOMO energy comes out at -9.44 eV. Its frontier orbital gap is 0.384 hartree. The LUMO energy comes out at 0.037 Eh.



<y>
This record from OMol25 describes a single C4H8O2 molecule. The level of theory is wB97M-V/def2-TZVPD.

ORCA input file:
```
! wB97M-V def2-TZVPD RIJCOSX def2/J DEFGRID3
* xyz 0 1
C -1.81 0.08 0.64
C -0.44 -0.02 0.01
C 0.09 -1.20 -0.56
O 1.97 -0.24 0.20
C 1.68 0.92 -0.35
O 0.12 1.13 -0.40
H -2.11 -0.87 1.09
H -1.80 0.86 1.41
H -2.55 0.35 -0.12
H 0.37 -0.46 0.80
H -0.19 -2.16 -0.12
H 0.73 -1.22 -1.43
H 1.98 1.80 0.24
H 1.96 1.05 -1.41
*
```

The HOMO energy comes out at -8.90 eV. Its frontier orbital gap is 0.320 hartree. The LUMO energy comes out at -0.007 Eh.



<z>
This record from OMol25 describes a single C4H8O2 molecule. The level of theory is wB97M-V/def2-TZVPD.

ORCA input file:
```
! wB97M-V def2-TZVPD RIJCOSX def2/J DEFGRID3
* xyz 0 1
C 1.02 -1.13 0.20
C 0.00 -0.01 0.34
C -1.35 -0.54 0.82
O -1.54 -1.66 1.23
C -0.19 0.85 -0.93
O -0.09 2.24 -0.67
H 1.12 -1.69 1.14
H 2.00 -0.73 -0.06
H 0.73 -1.85 -0.58
H 0.32 0.67 1.13
H -2.17 0.21 0.77
H 0.54 0.54 -1.69
H -1.18 0.70 -1.37
H 0.79 2.40 -0.32
*
```

The SMILES is C[C@H](C=O)CO. The HOMO energy comes out at -9.85 eV. Its frontier orbital gap is 0.390 hartree. The LUMO energy comes out at 0.028 Eh.



Most stable of them? <z>.



<w>
This record from OMol25 describes a molecular structure, C5H10S. The level of theory is wB97M-V/def2-TZVPD.

ORCA input file:
```
! wB97M-V def2-TZVPD RIJCOSX def2/J DEFGRID3
* xyz 0 1
C 1.08 1.41 0.05
C 0.35 0.09 0.03
C -0.90 -0.16 -0.95
C -1.41 -1.12 0.04
C -0.63 -0.29 1.01
H 0.27 2.24 -0.69
H 1.49 1.67 1.13
H 1.99 1.13 -0.85
H 2.84 -0.40 0.43
H -1.47 0.83 -1.21
H -0.38 -0.34 -2.15
H -0.72 -2.13 -0.07
H -2.47 -1.51 0.15
H -1.26 0.59 1.19
H -0.30 -0.61 2.01
S 1.53 -1.42 -0.12
*
```

The HOMO energy comes out at -8.95 eV. Its frontier orbital gap is 0.339 hartree. The LUMO energy comes out at 0.010 Eh.



<x>
This record from OMol25 describes a single C5H10S molecule. The level of theory is wB97M-V/def2-TZVPD.

ORCA input file:
```
! wB97M-V def2-TZVPD RIJCOSX def2/J DEFGRID3
* xyz 0 1
S 1.76 -0.55 0.03
C 0.88 1.08 -0.01
C -0.69 0.99 0.00
C -1.30 0.02 -1.08
C -1.53 -1.01 0.00
C -1.26 0.05 1.09
H 2.92 -0.11 -0.46
H 1.31 1.56 -0.88
H 1.18 1.65 0.86
H -1.14 1.96 -0.06
H -0.69 -0.34 -1.91
H -2.22 0.43 -1.50
H -2.54 -1.41 -0.05
H -0.80 -1.81 0.03
H -0.55 -0.23 1.90
H -2.24 0.38 1.51
*
```

The SMILES is SCC1CCC1. The HOMO energy comes out at -8.98 eV. Its frontier orbital gap is 0.362 hartree. The LUMO energy comes out at 0.032 Eh.



<y>
This record from OMol25 describes a single C5H10S molecule. The level of theory is wB97M-V/def2-TZVPD.

ORCA input file:
```
! wB97M-V def2-TZVPD RIJCOSX def2/J DEFGRID3
* xyz 0 1
C 0.60 1.88 -1.42
C -0.25 0.77 -0.89
C 0.11 0.43 0.46
S 1.30 1.25 1.33
C -0.69 -0.73 1.19
C -0.03 -2.08 0.90
H 0.52 1.96 -2.52
H 1.62 1.49 -1.21
H 0.54 2.87 -0.93
H -1.34 0.90 -0.79
H -0.29 -0.20 -1.39
H -0.83 -0.47 2.23
H -1.66 -0.64 0.62
H 1.05 -2.02 0.86
H -0.32 -2.54 -0.08
H -0.35 -2.85 1.64
*
```

The SMILES is CCC(=S)CC. The HOMO energy comes out at -8.31 eV. Its frontier orbital gap is 0.310 hartree. The LUMO energy comes out at 0.005 Eh.



<z>
This record from OMol25 describes a single C5H10S molecule. The level of theory is wB97M-V/def2-TZVPD.

ORCA input file:
```
! wB97M-V def2-TZVPD RIJCOSX def2/J DEFGRID3
* xyz 0 1
C -1.29 0.41 -1.13
C -0.56 -0.98 -1.00
C 0.68 -0.82 -0.04
C 0.48 -0.18 1.38
C 0.99 1.19 1.01
S 1.80 0.64 -0.53
H -0.46 1.00 -1.66
H -1.55 0.74 -0.16
H -2.11 0.40 -1.83
H -0.21 -1.31 -1.98
H -1.31 -1.73 -0.67
H 1.09 -1.86 0.05
H 1.22 -0.69 2.06
H -0.53 -0.25 1.77
H 1.65 1.48 1.90
H 0.13 1.95 0.81
*
```

The SMILES is CC[C@@H]1CCS1. The HOMO energy comes out at -8.62 eV. Its frontier orbital gap is 0.352 hartree. The LUMO energy comes out at 0.035 Eh.



Most stable of them? <x>.



<w>
This record from OMol25 describes a molecular structure, C2H5BrO. The level of theory is wB97M-V/def2-TZVPD.

ORCA input file:
```
! wB97M-V def2-TZVPD RIJCOSX def2/J DEFGRID3
* xyz 0 1
C -0.47 0.27 0.27
C 0.23 -0.47 -0.77
O 1.56 -0.44 -0.79
Br -0.45 0.18 -2.55
H -0.05 -0.30 1.12
H 0.03 1.30 0.13
H -1.55 0.42 0.39
H -0.17 -1.78 -0.82
H 1.75 0.55 -0.81
*
```

The HOMO energy comes out at -10.01 eV. Its frontier orbital gap is 0.400 hartree. The LUMO energy comes out at 0.032 Eh.



<x>
This record from OMol25 describes 2 unconnected molecules or ions with the total composition C2H5BrO. The level of theory is wB97M-V/def2-TZVPD.

ORCA input file:
```
! wB97M-V def2-TZVPD RIJCOSX def2/J DEFGRID3
* xyz 0 1
C -0.58 -0.13 0.32
C 0.41 0.74 -0.45
O -0.87 -1.36 -0.11
Br 2.20 0.08 -0.13
H -1.53 0.31 0.55
H -0.17 0.01 1.95
H 0.21 1.80 -0.16
H 0.39 0.48 -1.60
H -0.06 -1.92 -0.37
*
```

The HOMO energy comes out at -9.45 eV. Its frontier orbital gap is 0.374 hartree. The LUMO energy comes out at 0.026 Eh.



Most stable of them? <w>.



<w>
This record from OMol25 describes a single C3H7NOS2 molecule. The level of theory is wB97M-V/def2-TZVPD.

ORCA input file:
```
! wB97M-V def2-TZVPD RIJCOSX def2/J DEFGRID3
* xyz 0 1
C 0.29 0.02 -1.63
N 0.11 -0.52 -0.31
C -0.02 -1.82 0.05
O -0.32 -2.21 1.16
C -0.13 0.38 0.95
S -1.81 1.03 0.85
S 1.17 1.60 1.17
H 0.69 1.09 -1.50
H 0.96 -0.72 -2.18
H -0.57 0.22 -2.21
H 0.46 -2.39 -0.77
H -0.16 -0.33 1.70
H -1.43 2.01 0.16
H 0.75 1.63 2.56
*
```

The SMILES is CN(C=O)C(S)S. The HOMO energy comes out at -9.10 eV. Its frontier orbital gap is 0.352 hartree. The LUMO energy comes out at 0.017 Eh.



<x>
This record from OMol25 describes a single C3H7NOS2 molecule. The level of theory is wB97M-V/def2-TZVPD.

ORCA input file:
```
! wB97M-V def2-TZVPD RIJCOSX def2/J DEFGRID3
* xyz 0 1
N -0.73 -0.49 1.58
C -0.83 0.32 0.26
C -0.45 1.49 1.20
O 0.62 2.08 1.27
C 0.43 -0.12 -0.53
S 0.21 -1.26 -1.92
S 1.89 -0.71 -3.09
H -0.60 0.07 2.43
H -1.63 -0.99 1.69
H -1.78 -0.06 -0.04
H -1.48 1.85 1.50
H 1.28 0.50 -0.79
H 0.93 -0.80 0.14
H 2.14 -1.88 -3.70
*
```

The SMILES is N[C@@H](C=O)CSS. The HOMO energy comes out at -8.15 eV. Its frontier orbital gap is 0.309 hartree. The LUMO energy comes out at 0.009 Eh.



Most stable of them? <w>.